[1]
Below is C34H29AsN5O3PS5Y as an isolated structure, with properties calculated with ωB97M-V/def2-TZVPD.

Structure (ORCA input):
```
! RIJCOSX wB97M-V def2-TZVPD def2/J DEFGRID3
* xyz -1 1
Y 0.946 -0.722 0.130
C 4.010 -2.176 0.612
N 3.046 -1.495 1.455
C 2.694 -2.235 2.660
C 1.364 -1.761 3.143
N 0.292 -1.780 2.391
C -0.705 -1.179 3.161
C -2.035 -0.898 2.858
C -2.779 -0.239 3.817
C -2.230 0.134 5.051
C -0.916 -0.150 5.369
C -0.173 -0.811 4.400
N 1.145 -1.238 4.370
C 3.276 -3.095 -0.300
N 1.989 -3.029 -0.542
C 1.731 -4.076 -1.436
C 0.538 -4.513 -2.002
C 0.592 -5.602 -2.853
C 1.797 -6.257 -3.141
C 2.988 -5.843 -2.575
C 2.922 -4.750 -1.722
N 3.888 -4.101 -0.973
H 4.767 -2.731 1.182
H 4.520 -1.407 0.024
H 3.487 -0.595 1.725
H 3.453 -2.130 3.445
H 2.602 -3.297 2.417
H -2.448 -1.171 1.897
H -3.810 0.013 3.604
H -2.846 0.666 5.765
H -0.484 0.148 6.316
H 1.879 -0.932 4.986
H -0.399 -4.017 -1.802
H -0.323 -5.953 -3.312
H 1.794 -7.102 -3.816
H 3.922 -6.347 -2.788
H 4.873 -4.294 -0.953
S 3.018 3.858 0.152
As 3.167 1.829 0.672
S 1.418 1.242 1.928
S 2.913 0.528 -1.134
S 4.901 1.130 1.716
O -0.082 -1.147 -2.108
S -1.441 -1.445 -1.620
O -2.040 -2.642 -2.148
O -1.363 -1.417 -0.135
C -2.509 -0.105 -2.111
C -3.622 -0.443 -2.871
C -4.491 0.546 -3.299
C -4.239 1.872 -2.974
C -3.124 2.198 -2.220
C -2.243 1.219 -1.768
P -0.757 1.693 -0.770
C -0.096 2.980 -1.885
C -0.393 4.336 -1.785
C 0.128 5.234 -2.703
C 0.943 4.785 -3.732
C 1.232 3.434 -3.843
C 0.718 2.535 -2.922
C -1.541 2.622 0.589
C -2.826 2.332 1.039
C -3.345 2.974 2.155
C -2.580 3.912 2.833
C -1.293 4.198 2.396
C -0.767 3.552 1.290
H -3.789 -1.482 -3.118
H -5.359 0.284 -3.890
H -4.910 2.652 -3.311
H -2.925 3.234 -1.974
H -1.014 4.701 -0.977
H -0.091 6.290 -2.604
H 1.364 5.490 -4.438
H 1.883 3.079 -4.632
H 0.976 1.485 -2.987
H -3.432 1.597 0.521
H -4.346 2.737 2.495
H -2.983 4.413 3.705
H -0.681 4.914 2.930
H 0.253 3.760 0.978
*
```

The orbital gap is 6.4 eV. As for the highest occupied orbital energy: -4.168 eV. For the total energy, the calculation gives -6419.38630 hartree.

Atom charges from the Löwdin analysis, given in e for atoms 1 to 5: 0.958, -0.191, -0.194, -0.125, -0.368



[2]
Below is C34H29Cl2IrN6O11SSe as an isolated structure in a non-equilibrium geometry, with properties calculated with ωB97M-V/def2-TZVPD.

Structure (ORCA input):
```
! RIJCOSX wB97M-V def2-TZVPD def2/J DEFGRID3
* xyz 1 2
Ir -0.271 -0.854 -1.839
C -2.351 -4.296 -1.724
O -2.153 -3.009 -1.151
C -2.084 -2.901 0.187
C -2.504 -3.926 1.034
C -2.497 -3.761 2.407
C -2.073 -2.565 2.962
C -1.634 -1.549 2.136
C -1.604 -1.703 0.752
N -1.094 -0.614 -0.048
N -0.876 0.445 0.581
C -0.435 1.610 0.061
C -0.506 1.928 -1.315
O -0.758 1.045 -2.229
C -0.310 3.279 -1.726
C 0.027 4.230 -0.820
C 0.190 3.936 0.572
C 0.554 4.939 1.488
C 0.682 4.656 2.823
C 0.449 3.349 3.275
C 0.094 2.354 2.396
C -0.054 2.628 1.025
H -3.354 -4.674 -1.519
H -1.603 -5.002 -1.359
H -2.223 -4.160 -2.795
H -2.864 -4.851 0.611
H -2.841 -4.567 3.042
H -2.088 -2.420 4.033
H -1.304 -0.612 2.558
H -0.408 3.497 -2.780
H 0.195 5.249 -1.149
H 0.719 5.944 1.121
H 0.945 5.434 3.526
H 0.543 3.123 4.329
H -0.082 1.350 2.754
C 5.526 -0.298 0.051
N 4.876 0.893 0.593
C 3.816 1.543 0.084
Se 2.883 1.128 -1.468
N 3.538 2.588 0.882
C 4.431 2.637 1.930
C 4.568 3.514 3.002
C 5.600 3.250 3.874
C 6.468 2.156 3.691
C 6.332 1.288 2.629
C 5.289 1.553 1.744
H 4.942 -0.688 -0.777
H 5.585 -1.051 0.835
H 6.528 -0.040 -0.287
H 2.746 3.187 0.737
H 3.901 4.358 3.141
H 5.753 3.902 4.723
H 7.264 1.996 4.404
H 7.001 0.451 2.489
C 1.796 -3.433 0.521
S 1.831 -2.374 -0.882
O 3.103 -2.490 -1.527
O 1.492 -0.979 -0.431
O 0.640 -2.770 -1.699
H 2.651 -3.203 1.151
H 1.867 -4.453 0.148
H 0.860 -3.275 1.053
O -2.949 -1.027 -4.928
C -2.624 -1.048 -3.767
O -1.368 -1.197 -3.405
C -3.654 -0.999 -2.671
C -3.636 -0.066 -1.647
C -4.576 -0.165 -0.639
C -5.540 -1.152 -0.603
C -5.550 -2.037 -1.663
C -4.643 -1.973 -2.703
N -6.557 -3.121 -1.664
O -7.328 -3.162 -0.732
O -6.525 -3.905 -2.588
N -4.519 0.803 0.474
O -5.264 0.623 1.411
O -3.703 1.699 0.389
H -2.913 0.736 -1.626
H -6.251 -1.226 0.205
H -4.698 -2.685 -3.514
Cl 1.448 2.177 -4.571
C 0.800 0.578 -4.941
Cl 1.617 -0.683 -3.986
H 0.966 0.357 -5.987
H -0.251 0.549 -4.676
*
```

The orbital gap (alpha / beta) is 6.7 / 4.9 eV. As for the highest occupied orbital energy (alpha / beta): -10.461 / -10.463 eV. For the total energy, the calculation gives -6293.14360 hartree.

Atom charges from the Löwdin analysis, given in e for atoms 1 to 5: 1.367, -0.037, -0.136, -0.237, 0.000